Entry 1:
13
Properties=species:S:1:pos:R:3:lowdin_charge:R:1 method="wB97M-V/def2-TZVPD" multiplicity=1 gap_ha=0.3645 homo_ha=-0.4058 relative_energy_ev=0.408
N 0.475 -1.651 0.015 -0.230
N 1.124 1.158 0.021 -0.207
N -1.629 0.183 -0.121 -0.204
O 2.877 -0.858 -0.123 -0.088
F -0.610 1.405 1.721 -0.276
F -1.898 -2.174 -1.038 -0.116
F -1.746 -2.101 1.299 -0.125
F -0.515 1.765 -1.611 -0.225
F -1.273 2.811 0.295 -0.120
P 1.428 -0.379 0.024 0.656
P -1.147 -1.301 0.050 0.471
P -0.583 1.414 0.016 0.363
H 3.495 -0.271 -0.549 0.103

---

Entry 2:
122
Properties=species:S:1:pos:R:3:lowdin_charge:R:1 method="wB97M-V/def2-TZVPD" charge=-2 multiplicity=1 gap_ha=0.1172 homo_ha=-0.0149 relative_energy_ev=0.000
Ca 0.162 0.396 -0.633 1.197
N -1.485 0.850 0.936 -0.396
S -2.010 1.927 1.770 0.729
N -1.098 2.261 3.153 -0.356
S -0.005 3.336 3.183 0.829
N 1.105 3.518 2.151 -0.355
S 2.109 2.137 1.768 0.708
N 1.720 1.488 0.530 -0.432
C 3.632 3.116 1.619 -0.289
C 4.655 2.442 0.966 -0.060
C 5.881 3.061 0.786 -0.088
C 6.086 4.352 1.261 -0.114
C 5.062 5.019 1.917 -0.100
C 3.830 4.399 2.099 -0.084
C 2.280 1.208 3.167 -0.444
C 3.150 1.591 4.211 -0.156
C 3.214 0.880 5.373 -0.155
C 2.333 -0.259 5.526 -0.166
C 1.575 -0.708 4.508 -0.179
C 1.678 -0.182 3.103 -0.755
C -0.731 4.984 3.236 -0.294
C -0.388 5.947 2.306 -0.060
C -0.956 7.210 2.408 -0.081
C -1.844 7.500 3.431 -0.097
C -2.193 6.517 4.350 -0.083
C -1.644 5.252 4.247 -0.074
C 0.578 3.205 4.877 -0.302
C 1.425 4.210 5.323 -0.074
C 1.823 4.226 6.648 -0.084
C 1.386 3.230 7.513 -0.096
C 0.570 2.212 7.044 -0.077
C 0.152 2.196 5.720 -0.064
C -3.494 1.453 2.701 -0.280
C -3.738 1.769 4.028 -0.079
C -4.915 1.341 4.630 -0.092
C -5.840 0.602 3.907 -0.106
C -5.587 0.286 2.578 -0.083
C -4.414 0.710 1.976 -0.073
C -2.440 3.378 0.992 -0.396
C -1.828 3.629 -0.374 -0.412
C -1.967 5.093 -0.723 -0.104
C -2.807 5.930 -0.089 -0.156
C -3.556 5.538 1.076 -0.162
C -3.309 4.297 1.597 -0.160
H 4.462 1.434 0.615 0.107
H 6.680 2.536 0.277 0.095
H 7.046 4.836 1.120 0.088
H 5.218 6.025 2.287 0.091
H 3.018 4.913 2.595 0.082
H 3.764 2.483 4.100 0.098
H 3.879 1.181 6.174 0.071
H 2.278 -0.755 6.492 0.080
H 0.921 -1.563 4.644 0.087
H 0.671 -0.107 2.684 0.036
H 0.302 5.691 1.514 0.109
H -0.709 7.964 1.671 0.104
H -2.284 8.488 3.502 0.095
H -2.902 6.734 5.139 0.098
H -1.910 4.475 4.953 0.111
H 1.761 4.977 4.636 0.109
H 2.483 5.008 7.002 0.097
H 1.708 3.232 8.548 0.093
H 0.269 1.408 7.702 0.105
H -0.463 1.400 5.325 0.110
H -2.999 2.329 4.584 0.085
H -5.103 1.582 5.670 0.095
H -6.755 0.266 4.381 0.091
H -6.302 -0.298 2.011 0.097
H -4.189 0.470 0.944 0.074
H -0.752 3.380 -0.361 0.123
H -1.370 5.447 -1.559 0.096
H -2.881 6.956 -0.439 0.089
H -4.236 6.225 1.560 0.076
H -3.798 4.015 2.525 0.102
C 1.264 -10.511 -9.388 -0.097
O 0.052 -9.875 -9.041 -0.090
C 0.124 -8.840 -8.151 -0.287
C -1.087 -8.246 -7.810 -0.010
C -1.115 -7.195 -6.915 -0.027
C 0.060 -6.707 -6.338 -0.151
C 1.263 -7.311 -6.691 -0.014
C 1.303 -8.368 -7.588 -0.018
C 0.072 -5.604 -5.376 -0.283
N 1.147 -5.126 -4.798 0.186
C 0.705 -4.122 -3.969 -0.165
C -0.661 -3.996 -4.052 -0.130
N -1.058 -4.950 -4.960 0.173
C -1.420 -3.056 -3.293 -0.075
C -2.813 -2.914 -3.341 -0.016
C -3.420 -1.981 -2.540 -0.039
C -2.617 -1.200 -1.701 -0.105
N -1.308 -1.312 -1.652 0.062
C -0.692 -2.219 -2.425 -0.120
C 0.762 -2.337 -2.320 -0.130
N 1.384 -1.537 -1.441 0.045
C 2.684 -1.653 -1.258 -0.138
C 3.461 -2.563 -1.988 -0.032
C 2.849 -3.379 -2.906 -0.010
C 1.463 -3.287 -3.081 -0.082
H 1.003 -11.302 -10.086 0.088
H 1.752 -10.950 -8.513 0.094
H 1.957 -9.817 -9.873 0.093
H -1.997 -8.626 -8.257 0.116
H -2.075 -6.757 -6.670 0.103
H 2.174 -6.937 -6.244 0.113
H 2.257 -8.811 -7.835 0.100
H -2.000 -5.143 -5.245 0.139
H -3.405 -3.536 -4.004 0.103
H -4.491 -1.832 -2.550 0.103
H -3.053 -0.447 -1.050 0.081
H 3.099 -1.036 -0.464 0.031
H 4.525 -2.621 -1.805 0.102
H 3.405 -4.105 -3.486 0.108
O -0.648 -2.037 1.358 -0.150
H -0.992 -1.131 1.403 -0.051
H 0.312 -1.968 1.580 -0.077
F 0.186 1.175 -2.531 -0.709
S 2.556 -1.451 2.069 0.372
I -4.474 2.637 -1.673 0.714
C -2.324 2.722 -1.511 -0.575
H -1.960 3.043 -2.484 0.045
H -2.018 1.697 -1.342 -0.031

---

Entry 3:
62
Properties=species:S:1:pos:R:3:lowdin_charge:R:1 method="wB97M-V/def2-TZVPD" multiplicity=1 smiles="CCCO[Si@@](CCN)(CCc1ccccc1)c1cccnc1.O=[N+]([O-])c1ccccc1" gap_ha=0.2952 homo_ha=-0.3199
C 2.258 2.765 -0.206 -0.129
C 2.210 1.359 -1.020 -0.207
C 1.245 0.384 -0.187 -0.310
O 1.085 -0.934 -0.773 -0.267
Si 0.003 -1.943 0.171 0.605
C -0.662 -1.103 1.754 -0.231
C -1.024 -2.130 2.957 -0.304
N 0.099 -2.075 3.942 -0.037
C -1.425 -2.424 -1.062 -0.232
C -2.822 -1.705 -0.723 -0.231
C -3.597 -2.331 0.523 -0.179
C -3.514 -3.846 0.831 -0.057
C -4.189 -4.553 2.032 -0.062
C -5.018 -3.671 3.014 -0.073
C -5.144 -2.152 2.690 -0.080
C -4.468 -1.460 1.484 -0.035
C 1.050 -3.505 0.631 -0.177
C 2.604 -3.361 0.561 -0.012
C 3.318 -4.716 0.933 -0.041
C 2.390 -5.882 1.314 -0.154
N 0.978 -5.971 1.356 -0.002
C 0.282 -4.785 1.000 -0.126
H 2.338 2.531 0.925 0.079
H 1.260 3.335 -0.332 0.073
H 3.154 3.415 -0.549 0.056
H 3.268 0.959 -1.170 0.114
H 1.681 1.581 -2.009 0.109
H 1.732 0.261 0.858 0.117
H 0.230 0.877 -0.004 0.119
H 0.037 -0.317 2.212 0.080
H -1.644 -0.537 1.521 0.068
H -1.949 -1.682 3.488 0.111
H -1.306 -3.176 2.610 0.082
H -0.177 -1.572 4.807 0.071
H 0.464 -3.004 4.184 0.062
H -1.497 -3.572 -1.133 0.067
H -1.137 -2.077 -2.128 0.094
H -3.517 -1.795 -1.645 0.120
H -2.645 -0.576 -0.592 0.108
H -2.900 -4.500 0.126 0.078
H -4.064 -5.687 2.180 0.096
H -5.489 -4.181 3.914 0.083
H -5.759 -1.500 3.396 0.083
H -4.575 -0.346 1.265 0.098
H 3.155 -2.415 0.266 0.095
H 4.463 -4.793 0.937 0.090
H 2.943 -6.848 1.616 0.099
H -0.867 -4.796 1.034 0.083
C 0.347 7.359 -4.194 -0.073
C 1.584 7.661 -4.755 -0.067
C 2.752 7.220 -4.143 0.000
C 2.669 6.472 -2.970 -0.140
C 1.434 6.172 -2.400 0.002
C 0.271 6.620 -3.017 -0.065
N 3.895 5.983 -2.336 -0.333
O 4.962 6.281 -2.853 0.081
O 3.782 5.302 -1.326 0.048
H -0.564 7.700 -4.678 0.108
H 1.637 8.239 -5.671 0.109
H 3.710 7.462 -4.590 0.120
H 1.361 5.594 -1.485 0.107
H -0.697 6.389 -2.583 0.109

---

Entry 4:
21
Properties=species:S:1:pos:R:3:lowdin_charge:R:1 method="wB97M-V/def2-TZVPD" charge=+1 multiplicity=1 gap_ha=0.3913 homo_ha=-0.5001 relative_energy_ev=1.054
C 1.409 -0.364 0.058 -0.153
C 1.143 0.587 1.230 -0.344
C -0.159 -1.307 -0.802 -0.229
C -1.457 0.556 0.728 -0.269
N -0.198 1.197 0.973 0.053
N 0.228 -1.961 -1.964 0.098
N -1.260 -0.252 -0.811 0.148
O 2.081 1.603 1.259 0.071
O -2.380 1.501 0.553 0.081
F 2.108 -1.384 0.479 0.072
H 1.764 0.185 -0.891 0.164
H 0.878 -0.083 2.112 0.188
H -0.342 -1.977 -0.022 0.112
H -1.607 -0.135 1.447 0.136
H -0.149 2.020 0.379 0.134
H -0.178 -2.830 -2.263 0.111
H 0.907 -1.526 -2.492 0.064
H -0.825 0.439 -1.437 0.160
H -2.122 -0.632 -1.128 0.141
H 2.315 1.917 2.119 0.112
H -2.158 2.446 0.472 0.151

---

Entry 5:
12
Properties=species:S:1:pos:R:3:lowdin_charge:R:1 method="wB97M-V/def2-TZVPD" multiplicity=1 smiles=N#CCn1ccnn1 gap_ha=0.3561 homo_ha=-0.3498 relative_energy_ev=4.896
C 2.399 -0.108 -0.078 -0.149
C 1.118 -0.817 0.083 -0.151
C -0.646 1.189 -0.016 0.052
C -2.182 0.854 0.075 -0.137
H 1.323 -1.012 1.102 0.111
H 1.333 -1.781 -0.347 0.123
H 0.033 2.029 0.164 0.097
H -2.951 1.527 -0.057 0.046
N 3.511 0.544 0.013 0.116
N -0.187 -0.162 -0.196 -0.094
N -2.512 -0.439 0.026 0.006
N -1.366 -1.011 -0.021 -0.020

---

Entry 6:
126
Properties=species:S:1:pos:R:3:lowdin_charge:R:1 method="wB97M-V/def2-TZVPD" multiplicity=5 gap_ha="0.2218 / 0.2319" homo_ha="-0.2076 / -0.2664"
Ru -0.301 -1.885 -0.371 0.503
C -1.644 -3.767 -3.548 -0.273
Si -1.552 -2.371 -2.295 0.680
C -3.362 -1.854 -2.079 -0.344
C -4.315 -1.973 -3.096 -0.099
C -5.621 -1.554 -2.913 -0.079
C -6.009 -1.016 -1.691 -0.073
C -5.083 -0.890 -0.671 -0.102
C -3.764 -1.298 -0.861 -0.401
P -2.529 -1.074 0.487 1.021
C -2.964 0.651 0.948 -0.357
C -3.263 1.091 2.232 -0.087
C -3.613 2.416 2.457 -0.076
C -3.692 3.310 1.402 -0.078
C -3.398 2.876 0.116 -0.075
C -3.013 1.567 -0.104 -0.100
C -3.198 -2.052 1.876 -0.361
C -2.574 -1.938 3.117 -0.141
C -3.042 -2.649 4.210 -0.076
C -4.124 -3.507 4.070 -0.081
C -4.730 -3.650 2.831 -0.076
C -4.272 -2.926 1.739 -0.091
C 1.336 1.123 -2.184 -0.341
C 1.321 1.899 -3.363 -0.055
C 1.986 1.512 -4.505 -0.072
C 2.735 0.343 -4.491 -0.068
C 2.787 -0.435 -3.339 -0.073
C 2.089 -0.089 -2.192 -0.289
P 2.058 -1.229 -0.742 1.018
C 3.387 -2.417 -1.152 -0.364
C 3.079 -3.550 -1.903 -0.117
C 4.082 -4.426 -2.292 -0.072
C 5.401 -4.175 -1.943 -0.082
C 5.715 -3.042 -1.205 -0.074
C 4.716 -2.166 -0.814 -0.071
C 2.840 -0.306 0.631 -0.365
C 3.267 1.013 0.569 -0.093
C 3.785 1.646 1.693 -0.070
C 3.895 0.955 2.887 -0.081
C 3.489 -0.373 2.955 -0.071
C 2.958 -0.998 1.840 -0.096
H -1.783 -3.337 -4.544 0.021
H -2.473 -4.446 -3.346 0.033
H -0.710 -4.327 -3.564 0.010
H -4.030 -2.407 -4.046 0.092
H -6.340 -1.648 -3.717 0.101
H -7.030 -0.693 -1.535 0.103
H -5.386 -0.460 0.277 0.117
H -3.249 0.406 3.068 0.088
H -3.842 2.740 3.464 0.104
H -3.987 4.336 1.576 0.102
H -3.471 3.556 -0.721 0.097
H -2.786 1.243 -1.115 0.112
H -1.698 -1.311 3.219 0.096
H -2.549 -2.548 5.169 0.105
H -4.481 -4.075 4.918 0.104
H -5.558 -4.335 2.707 0.108
H -4.740 -3.061 0.772 0.107
H 0.761 2.824 -3.356 0.091
H 1.943 2.125 -5.395 0.106
H 3.288 0.036 -5.367 0.103
H 3.393 -1.331 -3.354 0.097
H 2.053 -3.745 -2.180 0.080
H 3.830 -5.306 -2.868 0.105
H 6.182 -4.859 -2.244 0.102
H 6.742 -2.839 -0.934 0.104
H 4.972 -1.287 -0.237 0.106
H 3.205 1.561 -0.359 0.061
H 4.093 2.682 1.627 0.109
H 4.293 1.447 3.764 0.104
H 3.578 -0.922 3.884 0.104
H 2.632 -2.028 1.903 0.079
C -0.118 -6.772 1.664 -0.063
C -0.665 -5.360 1.476 -0.589
O -1.863 -5.257 2.222 -0.037
P 0.547 -4.140 2.117 0.461
O 0.865 -4.607 3.607 -0.086
O 1.905 -4.470 1.373 -0.132
O 0.092 -2.733 2.059 -0.336
P -0.921 -4.965 -0.301 0.325
O -1.426 -6.321 -0.996 -0.105
O 0.434 -4.553 -0.815 -0.373
O -2.046 -3.970 -0.409 -0.359
H 0.073 -6.957 2.721 0.086
H 0.811 -6.917 1.114 0.087
H -0.865 -7.487 1.320 0.086
H -2.404 -4.550 1.839 0.054
H 0.606 -3.927 4.235 0.089
H 1.720 -4.501 0.406 0.036
H -0.701 -6.916 -1.198 0.081
C 0.704 1.605 -1.009 -0.106
Ge 0.716 3.464 -0.437 1.016
C 0.871 3.362 1.510 -0.273
C 0.353 2.280 2.220 -0.099
C 0.489 2.198 3.598 -0.080
C 1.147 3.201 4.291 -0.091
C 1.667 4.286 3.602 -0.086
C 1.529 4.364 2.223 -0.116
C 2.304 4.387 -1.139 -0.246
C 3.444 3.758 -1.634 -0.104
C 4.552 4.491 -2.033 -0.077
C 4.542 5.875 -1.944 -0.091
C 3.412 6.521 -1.467 -0.085
C 2.306 5.782 -1.074 -0.112
C -0.752 4.683 -0.868 -0.288
C -1.205 5.559 0.118 -0.120
C -2.167 6.520 -0.164 -0.087
C -2.706 6.609 -1.437 -0.090
C -2.270 5.741 -2.429 -0.089
C -1.295 4.796 -2.147 -0.108
H 0.601 0.899 -0.188 0.004
H -0.173 1.484 1.707 0.083
H 0.081 1.346 4.126 0.102
H 1.257 3.137 5.365 0.100
H 2.184 5.071 4.136 0.101
H 1.961 5.208 1.700 0.096
H 3.478 2.681 -1.738 0.079
H 5.422 3.978 -2.419 0.104
H 5.406 6.447 -2.253 0.100
H 3.388 7.602 -1.406 0.102
H 1.421 6.307 -0.731 0.094
H -0.807 5.487 1.123 0.096
H -2.501 7.193 0.616 0.104
H -3.464 7.348 -1.657 0.101
H -2.685 5.806 -3.426 0.103
H -0.966 4.143 -2.943 0.088

---

Entry 7:
33
Properties=species:S:1:pos:R:3:lowdin_charge:R:1 method="wB97M-V/def2-TZVPD" multiplicity=1 smiles="O=C(c1ccc(COCC(F)(F)F)o1)N1CCCC1" gap_ha=0.3536 homo_ha=-0.3242 relative_energy_ev=0.000
O 1.651 -1.378 2.168 0.082
C 0.753 -0.669 1.748 -0.391
N -0.529 -0.802 2.146 -0.041
C -1.690 -0.180 1.532 -0.141
C -2.881 -1.029 1.994 -0.159
H -3.356 -0.568 2.861 0.110
C -2.249 -2.360 2.400 -0.162
C -0.920 -1.913 2.996 -0.136
H -1.049 -1.563 4.026 0.130
H -0.139 -2.674 2.977 0.122
H -2.073 -2.979 1.519 0.116
H -2.859 -2.917 3.107 0.109
H -3.628 -1.139 1.211 0.109
H -1.584 -0.185 0.444 0.119
H -1.796 0.856 1.862 0.113
C 1.022 0.428 0.778 -0.179
C 0.665 1.750 0.739 0.004
C 1.329 2.309 -0.373 0.004
C 2.044 1.290 -0.938 -0.252
O 1.866 0.155 -0.236 0.106
C 2.903 1.226 -2.157 -0.103
H 3.442 0.269 -2.154 0.140
H 3.617 2.052 -2.171 0.139
O 2.189 1.375 -3.381 -0.102
C 1.261 0.379 -3.676 -0.091
H 1.176 0.342 -4.767 0.145
C -0.153 0.674 -3.139 -0.594
F -0.394 1.976 -2.999 0.158
F -1.086 0.190 -3.978 0.130
F -0.409 0.101 -1.951 0.135
H 1.566 -0.607 -3.297 0.149
H 1.277 3.321 -0.719 0.121
H 0.031 2.269 1.427 0.112

---

Entry 8:
65
Properties=species:S:1:pos:R:3:lowdin_charge:R:1 method="wB97M-V/def2-TZVPD" charge=-1 multiplicity=2 gap_ha="0.0602 / 0.2615" homo_ha="0.0158 / -0.1867"
C 4.310 2.294 -0.886 -1.586
Cl 3.696 3.608 0.152 0.326
Cl 5.129 0.973 0.069 0.206
Cl 5.439 2.862 -2.139 0.301
H 3.481 1.837 -1.428 -0.041
N 3.176 -0.984 -4.510 -0.018
C 2.167 -1.861 -4.322 -0.161
C 2.076 -2.080 -2.952 -0.151
C 3.113 -1.432 -2.380 -0.113
C 3.612 -0.530 -3.361 -0.145
H 3.485 -0.659 -5.415 0.154
H 1.670 -2.254 -5.197 0.095
H 1.437 -2.729 -2.371 0.089
H 3.387 -1.549 -1.342 0.079
H 4.378 0.231 -3.393 0.096
N -0.997 0.071 0.717 0.060
C -0.844 1.086 1.600 -0.152
C 0.415 1.676 1.488 -0.102
C 1.116 0.824 0.680 -0.158
C 0.238 -0.022 0.114 -0.186
H -1.833 -0.489 0.631 0.110
H -1.633 1.449 2.242 0.088
H 0.715 2.576 2.003 0.098
H 2.181 0.904 0.518 0.077
H 0.379 -0.829 -0.589 0.104
N 1.128 -1.585 2.838 0.065
C 1.800 -2.565 2.011 -0.114
C 1.556 -3.822 2.470 -0.140
C 0.924 -3.656 3.721 -0.126
C 0.565 -2.297 3.830 -0.184
H 1.027 -0.597 2.654 0.108
H 2.449 -2.296 1.191 0.096
H 1.879 -4.765 2.054 0.094
H 0.657 -4.516 4.318 0.078
H -0.095 -1.846 4.557 0.099
N -4.722 1.342 2.186 0.004
C -4.412 1.744 0.891 -0.149
C -3.790 2.960 0.962 -0.110
C -3.748 3.318 2.356 -0.132
C -4.248 2.291 3.100 -0.142
H -5.008 0.404 2.428 0.125
H -4.680 1.129 0.045 0.104
H -3.464 3.550 0.118 0.092
H -3.199 4.135 2.799 0.091
H -4.318 2.192 4.173 0.101
N 0.421 1.765 -2.415 0.041
C 0.463 3.062 -1.933 -0.153
C 1.227 3.887 -2.742 -0.140
C 1.765 3.092 -3.730 -0.102
C 1.246 1.790 -3.455 -0.173
H -0.228 1.049 -2.120 0.134
H -0.185 3.342 -1.115 0.097
H 1.375 4.938 -2.540 0.093
H 2.318 3.430 -4.594 0.084
H 1.257 0.869 -4.019 0.089
N -2.525 -2.815 2.052 0.045
C -1.922 -2.812 0.812 -0.177
C -2.792 -2.675 -0.183 -0.141
C -4.003 -2.646 0.434 -0.137
C -3.854 -2.652 1.846 -0.129
H -2.076 -2.864 2.956 0.135
H -0.860 -3.008 0.823 0.110
H -2.653 -2.505 -1.241 0.113
H -4.956 -2.634 -0.075 0.088
H -4.613 -2.706 2.612 0.097

---

Entry 9:
26
Properties=species:S:1:pos:R:3:lowdin_charge:R:1 method="wB97M-V/def2-TZVPD" multiplicity=1 smiles="CN(N)[C@H](C=O)C(C)(C)C" gap_ha=0.3478 homo_ha=-0.3199 relative_energy_ev=3.926
C 1.509 -1.402 0.100 -0.227
C -1.806 0.486 0.278 -0.066
C -0.931 -0.583 -1.750 -0.083
C -1.444 -1.941 0.215 -0.018
C 2.026 1.230 -1.046 -0.076
C 0.515 -0.213 0.314 -0.254
C -0.878 -0.552 -0.261 -0.608
N 2.026 1.474 1.206 0.033
N 1.143 1.116 0.126 -0.201
O 2.404 -1.722 0.833 0.070
H 1.338 -2.003 -0.852 0.133
H -1.374 1.385 -0.174 0.086
H -2.809 0.235 -0.009 0.079
H -1.728 0.548 1.416 0.116
H -0.817 0.364 -2.272 0.082
H -1.959 -0.963 -2.085 0.108
H -0.340 -1.242 -2.401 0.083
H -0.643 -2.545 -0.087 0.050
H -1.430 -1.935 1.256 0.061
H -2.492 -2.056 -0.156 0.112
H 3.040 1.410 -0.714 0.070
H 1.945 0.286 -1.591 0.071
H 1.765 2.132 -1.679 0.096
H 0.306 -0.234 1.435 0.158
H 1.547 1.814 2.038 0.087
H 2.454 0.653 1.513 0.038